Entry from the OMol25 dataset: a cluster of 6 separate species, C38H31N2O13S in total in a non-equilibrium geometry (the ωB97M-V functional and the def2-TZVPD basis).

Atoms and positions in Å:
O: 3.60171 -0.32164 -0.41482
C: 2.67451 0.34299 -0.82215
O: 1.66596 0.70382 0.00778
C: 2.57243 0.79093 -2.22845
C: 3.09199 2.27743 -2.48503
C: 2.05500 3.35714 -2.64637
C: 1.09930 3.42714 -1.47078
C: 0.11257 4.58393 -1.60097
S: -1.41377 4.25123 -2.52652
C: -2.04180 2.80953 -1.82087
N: -1.83988 2.23104 -0.67983
N: -2.63182 1.08988 -0.67862
C: -3.25967 1.08650 -1.80502
O: -2.95292 2.12721 -2.58874
H: 2.03029 1.05350 0.83207
H: 3.10985 0.04013 -2.80130
H: 1.52809 0.74720 -2.53578
H: 3.76617 2.52116 -1.65399
H: 3.70166 2.21516 -3.38472
H: 1.49910 3.10573 -3.56357
H: 1.67045 3.57709 -0.55018
H: 0.51432 2.51353 -1.36369
H: 0.59338 5.42068 -2.10387
H: -0.19105 4.94389 -0.61664
H: -3.96195 0.30859 -2.03648
C: 0.81028 -2.84010 -0.18858
C: 0.62128 -3.92072 0.56625
C: 0.38171 -5.25131 -0.03876
O: 0.20519 -6.23941 0.64648
C: 0.36185 -5.33710 -1.52113
C: 0.55051 -4.26001 -2.27918
C: 0.79003 -2.92608 -1.67114
O: 0.96106 -1.93882 -2.34808
H: 0.98514 -1.85406 0.22666
H: 0.63170 -3.88256 1.64817
H: 0.18548 -6.32010 -1.93963
H: 0.53930 -4.29834 -3.36124
C: -8.57137 0.41967 -0.18712
C: -7.86055 0.20937 -1.29314
C: -6.53155 -0.43756 -1.23145
O: -5.88673 -0.62487 -2.24815
C: -6.01424 -0.83918 0.09465
C: -6.72571 -0.62787 1.20030
C: -8.06098 0.01577 1.14637
O: -8.71276 0.20517 2.15282
H: -9.54583 0.89076 -0.20351
H: -8.20744 0.49458 -2.27939
H: -5.03501 -1.30133 0.11118
H: -6.36879 -0.90952 2.18236
C: -7.72792 -0.93054 -7.20941
C: -7.19531 -1.92785 -7.90863
C: -6.19378 -2.84396 -7.30400
O: -5.71317 -3.75360 -7.94629
C: -5.81068 -2.60148 -5.89228
C: -6.33895 -1.60220 -5.18837
C: -7.34377 -0.69113 -5.79383
O: -7.84493 0.21300 -5.15905
H: -8.46077 -0.25218 -7.62795
H: -7.46064 -2.12308 -8.93997
H: -5.07827 -3.28028 -5.47406
H: -6.07409 -1.40173 -4.15524
C: 4.14317 -1.14657 3.54951
C: 3.68481 -0.05332 2.94528
C: 3.31781 1.15525 3.71960
O: 2.89145 2.14549 3.16211
C: 3.48466 1.10909 5.19312
C: 3.94528 0.01817 5.79845
C: 4.31186 -1.19545 5.02222
O: 4.74018 -2.18588 5.58009
H: 4.41653 -2.03923 3.00110
H: 3.56099 0.00489 1.86907
H: 3.21372 2.00474 5.73823
H: 4.07617 -0.03972 6.86865
C: 7.99696 0.40923 7.45835
C: 9.20570 0.48284 6.90892
C: 9.55186 1.56246 5.94955
O: 10.65373 1.62941 5.45038
C: 8.49594 2.55560 5.62577
C: 7.28721 2.48216 6.17614
C: 6.94522 1.40539 7.13775
O: 5.84290 1.33707 7.63881
H: 7.72026 -0.37006 8.15693
H: 9.98904 -0.23130 7.12795
H: 8.76862 3.33140 4.92191
H: 6.50174 3.19313 5.95295

Forces on atoms 1 to 2 (eV/Å):
0.371 -0.011 0.650
0.395 -0.294 -0.571

Output
Relative energy (zero: lowest compared OMol25 entry of this formula, charge and spin)   0.0 kcal per mole
HOMO   -1.69 eV
Electronic energy   -2952.2232 Ha
Total charge   -1

Electronic structure analysis, Mulliken charges in units of e: O -0.65; C 0.41; O -0.27; C -0.33; C -0.83; C -0.98; C 0.43; C -0.75; S -0.20; C 0.59; N -0.31; N -0.41; C -0.07; O -0.35; H 0.15; H 0.50; H 0.25; H 0.39; H 0.27; H 0.00; H 0.07; H -0.18; H 0.50; H 0.35; H 0.49; C -0.05; C -0.49; C 0.35; O -0.58; C -0.41; C -0.39; C 0.30; O -0.47; H 0.45; H 0.44; H 0.39; H 0.44; C -0.34; C -0.38; C 0.26; O -0.55; C -0.10; C -0.45; C 0.28; O -0.56; H 0.42; H 0.47; H 0.44; H 0.40; C -0.39; C -0.42; C 0.34; O -0.55; C -0.41; C -0.13; C 0.34; O -0.53; H 0.42; H 0.39; H 0.45; H 0.55; C -0.65; C -0.13; C 0.59; O -0.57; C -0.36; C -0.51; C 0.40; O -0.59; H 0.50; H 0.40; H 0.46; H 0.45; C -0.39; C -0.35; C 0.36; O -0.55; C -0.37; C -0.34; C 0.54; O -0.58; H 0.41; H 0.40; H 0.41; H 0.44



Entry from the OMol25 dataset: the molecule C38H31N3O2 in a non-equilibrium geometry (the ωB97M-V functional and the def2-TZVPD basis).

Atoms and positions in Å:
O: -4.17343 0.32625 1.57434
N: -3.21175 0.68457 0.78445
O: -3.15354 0.43324 -0.39922
C: -2.18688 1.55259 1.53558
C: -1.98275 0.54963 2.82808
C: -1.76298 1.26618 4.17194
C: -2.65486 2.31426 4.46739
C: -2.40522 3.18024 5.51625
C: -1.50125 2.81733 6.53003
N: -1.29055 3.70720 7.58823
C: -1.34705 3.26466 8.93143
C: -2.55764 3.42040 9.62531
C: -2.60858 3.09379 10.97357
C: -1.46802 2.61860 11.63245
C: -0.28531 2.43438 10.91606
C: -0.20724 2.76874 9.56653
C: -0.70322 4.97368 7.29484
C: 0.69309 5.07714 7.21896
C: 1.28555 6.31488 6.96249
C: 0.49208 7.45622 6.81637
C: -0.90311 7.35641 6.91654
C: -1.50142 6.11673 7.17856
C: -0.77527 1.62285 6.39143
C: -0.87993 0.86550 5.22205
C: -0.99633 -0.53736 2.53026
C: -1.34904 -1.87411 2.23320
C: -0.38098 -2.78794 1.83665
C: 0.98901 -2.47732 1.88957
N: 1.97510 -3.38969 1.50466
C: 3.25146 -2.94601 1.06248
C: 4.38355 -3.13653 1.86792
C: 5.63413 -2.71414 1.41263
C: 5.78044 -2.18685 0.12130
C: 4.64474 -1.99819 -0.67959
C: 3.37985 -2.35645 -0.20091
C: 1.73687 -4.78851 1.57764
C: 1.47875 -5.51464 0.40948
C: 1.28777 -6.89874 0.48521
C: 1.39855 -7.55595 1.71676
C: 1.69429 -6.82873 2.87086
C: 1.86894 -5.44448 2.81258
C: 1.34529 -1.15563 2.20628
C: 0.36722 -0.22245 2.58805
H: -1.52342 2.01041 0.77183
H: -2.83249 2.31467 1.99554
H: -3.00888 0.24941 2.87790
H: -3.53027 2.47491 3.83209
H: -2.93012 4.15017 5.58560
H: -3.42354 3.80866 9.06520
H: -3.55022 3.22378 11.50141
H: -1.51090 2.40232 12.69285
H: 0.60274 2.03674 11.40602
H: 0.71626 2.64945 8.98399
H: 1.28602 4.16211 7.34669
H: 2.37481 6.37335 6.87895
H: 0.95289 8.42607 6.63869
H: -1.53909 8.23470 6.79319
H: -2.58784 5.99700 7.27391
H: -0.08316 1.35792 7.19952
H: -0.24083 -0.03873 5.17735
H: -2.40280 -2.20526 2.34064
H: -0.65064 -3.78469 1.41792
H: 4.25107 -3.56407 2.86804
H: 6.49879 -2.77893 2.07856
H: 6.77252 -1.91973 -0.25194
H: 4.72993 -1.54688 -1.67157
H: 2.47017 -2.17668 -0.79446
H: 1.41990 -4.97317 -0.54314
H: 1.05561 -7.44836 -0.42664
H: 1.28344 -8.63650 1.76875
H: 1.78940 -7.32945 3.83692
H: 2.12359 -4.84612 3.69948
H: 2.39783 -0.84298 2.15698
H: 0.69090 0.75395 2.93917

Forces on atoms 1 to 2 (eV/Å):
1.655 0.601 -3.572
-2.763 -0.066 1.603

Output
Relative energy (zero: lowest compared OMol25 entry of this formula, charge and spin)   0.0 kcal per mole
SMILES   O=[N+]([O-])CC(c1ccc(N(c2ccccc2)c2ccccc2)cc1)c1ccc(N(c2ccccc2)c2ccccc2)cc1
HOMO   -7.66 eV
Electronic energy   -1781.2385 Ha
Total charge   0

Electronic structure analysis, Mulliken charges in units of e: O -0.60; N 1.02; O -0.59; C -0.63; C -0.26; C -0.14; C -1.01; C -0.66; C 0.39; N 0.92; C 0.07; C -0.19; C -0.66; C -0.42; C -0.82; C 0.00; C 0.01; C -0.08; C -0.71; C -0.42; C -0.75; C -0.06; C -0.68; C -0.41; C 0.69; C -0.62; C -0.49; C 0.97; N 0.94; C -0.77; C -0.03; C -0.67; C -0.37; C -0.75; C 0.37; C -0.98; C 0.15; C -0.71; C -0.38; C -0.77; C 0.08; C -0.80; C -0.88; H 0.34; H 0.30; H 0.96; H 0.52; H 0.27; H 0.35; H 0.36; H 0.38; H 0.35; H 0.16; H 0.27; H 0.35; H 0.37; H 0.36; H 0.34; H 0.25; H 0.42; H 0.37; H 0.39; H 0.31; H 0.37; H 0.37; H 0.36; H 0.39; H 0.38; H 0.37; H 0.38; H 0.36; H 0.40; H 0.37; H 0.49



Entry from the OMol25 dataset: a structure of composition C38H31NP2RhSSi in a non-equilibrium geometry (the ωB97M-V functional and the def2-TZVPD basis).

Atoms and positions in Å:
Rh: 0.18924 0.08265 1.26251
C: 3.88738 0.07315 1.13431
Si: 2.29721 0.13700 0.20430
C: 2.35735 -1.42782 -0.86017
C: 3.48543 -1.71612 -1.60023
C: 3.56349 -2.88311 -2.35651
C: 2.50215 -3.77233 -2.35614
C: 1.35573 -3.50445 -1.60472
C: 1.27045 -2.30080 -0.91984
P: -0.19625 -1.68758 -0.05092
C: -1.59524 -2.65497 -0.56811
C: -2.22761 -2.40426 -1.79378
C: -3.05706 -3.40710 -2.28316
C: -3.27671 -4.60803 -1.57666
C: -2.65710 -4.80450 -0.34987
C: -1.82598 -3.81628 0.15785
C: -0.09057 -2.07016 1.80133
C: 0.96924 -2.83845 2.30517
C: 0.89072 -3.38042 3.56536
C: -0.20633 -3.14761 4.41053
C: -1.25966 -2.36490 3.93341
C: -1.19559 -1.81883 2.64848
C: 2.36266 1.79388 -0.64777
C: 3.56859 2.30396 -1.14162
C: 3.63726 3.59607 -1.66628
C: 2.49338 4.37792 -1.68838
C: 1.28934 3.91871 -1.11841
C: 1.25365 2.64104 -0.61146
P: -0.26466 1.85692 -0.04833
C: -1.21184 1.70249 -1.56078
C: -2.16490 2.67049 -1.86314
C: -2.79358 2.64587 -3.11162
C: -2.37225 1.74578 -4.06826
C: -1.33510 0.84410 -3.77987
C: -0.74270 0.81421 -2.54263
C: -1.19313 2.98572 1.04072
C: -2.55424 2.73596 1.32080
C: -3.26647 3.68505 2.02605
C: -2.62319 4.76137 2.62831
C: -1.26889 4.95074 2.42343
C: -0.56853 4.11542 1.56577
H: 4.79058 0.08064 0.50240
H: 3.96412 -0.85342 1.74722
H: 3.95587 0.95567 1.77480
H: 4.30351 -0.98113 -1.59854
H: 4.44777 -3.12108 -2.92113
H: 2.53963 -4.71041 -2.91292
H: 0.51715 -4.21615 -1.56750
H: -2.04299 -1.50458 -2.35928
H: -3.56702 -3.24008 -3.21334
H: -3.87988 -5.37190 -2.04406
H: -2.79577 -5.72107 0.23684
H: -1.26146 -3.98076 1.08748
H: 1.81915 -3.08961 1.66878
H: 1.67734 -4.06200 3.88709
H: -0.21126 -3.57467 5.42126
H: -2.13299 -2.14241 4.55272
H: -2.05767 -1.23699 2.22914
H: 4.48329 1.67816 -1.15511
H: 4.56180 3.98788 -2.07698
H: 2.46246 5.33844 -2.19175
H: 0.40536 4.53973 -1.12374
H: -2.42614 3.46044 -1.16348
H: -3.58620 3.37200 -3.31625
H: -2.84606 1.70441 -5.03833
H: -1.00300 0.18315 -4.59407
H: 0.05663 0.08190 -2.28872
H: -3.01561 1.81280 0.94718
H: -4.33644 3.55953 2.15507
H: -3.19553 5.43748 3.26102
H: -0.76412 5.83784 2.81938
H: 0.47991 4.30755 1.32682
S: 0.17285 1.44858 3.43209
C: 0.41324 0.42842 4.66647
N: 0.64577 -0.23919 5.58978

Forces on atoms 1 to 2 (eV/Å):
0.751 0.161 1.793
0.846 -0.543 0.722

Output
Spin multiplicity   5
Expectation value of S²   6.04
HOMO (spin up / spin down)   -8.82 / -11.69 eV
Electronic energy   -3002.0386 Ha
Total charge   +1

Electronic structure analysis, Mulliken charges in units of e: Rh -0.79; C -1.28; Si 1.66; C 0.52; C -0.47; C -0.89; C -0.67; C -1.07; C 0.10; P 2.39; C 0.42; C -0.35; C -0.56; C -0.74; C -0.67; C -0.52; C -0.47; C -0.55; C -0.75; C -0.58; C -0.82; C 0.54; C -0.05; C -0.55; C -0.85; C -0.90; C -0.09; C 0.17; P 1.17; C 1.02; C -0.52; C -0.72; C -0.70; C -0.50; C -0.81; C 0.26; C -0.52; C -0.71; C -0.55; C -0.73; C -0.38; H 0.37; H 0.27; H 0.36; H 0.26; H 0.44; H 0.42; H 0.43; H 0.28; H 0.46; H 0.41; H 0.41; H 0.34; H 0.46; H 0.45; H 0.40; H 0.44; H 0.39; H 0.20; H 0.45; H 0.42; H 0.56; H 0.36; H 0.44; H 0.40; H 0.44; H 0.39; H 0.47; H 0.42; H 0.42; H 0.42; H 0.46; S 0.05; C 0.42; N -0.40



Number 2 is which compound?
C38H31N3O2